[1]
40
Properties=species:S:1:pos:R:3:forces:R:3 method="wB97M-V/def2-TZVPD" homo_lumo_gap_ev="4.96 / 3.53" s2=3.995 lumo_ev="-13.8 / -14.7" total_charge=+3 total_energy_ev=-57897.6005 homo_energy_ev="-18.769 / -18.193" multiplicity=4
I 3.57819 1.69754 -0.76424 0.08 -0.19 0.24
I 0.89433 -2.59687 -1.74547 0.60 1.04 -0.14
Re 0.13920 -0.21001 -1.34551 -0.48 -2.88 5.34
P -1.01732 -0.41677 -3.25761 -2.39 -0.18 -4.94
C 0.02429 -0.32867 -4.77023 0.37 0.28 0.35
C -2.03194 -1.87381 -3.72045 0.15 0.00 1.02
H -2.86620 1.00612 -2.65213 -0.04 0.17 -0.29
H -2.71469 0.81176 -4.44599 0.17 0.10 0.29
H -1.58594 1.91452 -3.54696 -0.43 -0.19 -0.08
C -2.17609 0.98464 -3.50305 0.51 -0.03 0.62
H -2.86275 -1.96594 -3.01692 -0.01 -0.13 -0.23
H -2.39658 -1.70207 -4.73881 0.07 0.04 0.23
H -0.64477 -0.47388 -5.63046 0.22 0.13 0.25
H 0.78446 -1.11983 -4.76197 -0.16 0.17 -0.07
H -1.42658 -2.78502 -3.68655 -0.15 0.09 -0.11
H 0.51234 0.65465 -4.82236 -0.15 -0.40 -0.29
C 1.00706 1.26624 -2.33251 1.96 4.22 -4.18
O 1.38451 2.10420 -3.08046 -1.98 -3.76 3.47
Cl -1.96191 -1.09469 -0.45046 1.52 1.02 -1.31
C -1.76873 0.94083 2.10044 -0.74 -0.07 -0.43
N -0.50003 0.54760 2.68051 1.12 -0.16 -1.68
C -0.39500 0.69845 4.11420 0.00 0.26 1.00
C 0.63477 -0.24171 4.66851 -0.07 -0.29 0.48
C 1.92667 -0.04603 3.92308 0.29 0.17 0.97
N 1.70551 -0.16165 2.50510 0.71 0.10 -1.88
C 2.89052 -0.47014 1.72425 -0.68 -0.64 -0.14
C 0.54671 0.19486 1.89970 -1.37 0.59 2.94
O 0.45887 0.23434 0.63194 0.40 -0.04 -1.85
H -2.10466 0.17512 1.38646 0.10 0.57 0.50
H -1.74192 1.92332 1.59784 0.11 -0.30 0.27
H -2.49162 0.96958 2.92253 0.11 0.17 -0.37
H -0.13796 1.73389 4.37850 -0.19 -0.07 -0.20
H -1.38865 0.48317 4.51087 0.22 0.04 0.15
H 0.26959 -1.26633 4.57227 0.17 -0.06 0.01
H 0.79880 -0.04788 5.73156 -0.07 -0.02 -0.13
H 2.67543 -0.79738 4.19322 -0.15 0.14 0.05
H 2.35994 0.94843 4.13932 -0.09 -0.27 -0.06
H 3.58961 0.37946 1.63453 0.06 0.29 0.23
H 3.41780 -1.28164 2.24176 0.11 0.23 -0.30
H 2.61471 -0.78843 0.71558 0.09 -0.12 0.27

---

[2]
89
Properties=species:S:1:pos:R:3:forces:R:3 method="wB97M-V/def2-TZVPD" homo_lumo_gap_ev=7.43 lumo_ev=-1.2 e_above_lowest_kcal_mol=10.7 total_energy_ev=-170138.3045 homo_energy_ev=-8.603
Rh 1.12699 0.76141 -0.24212 0.11 0.39 -1.46
I 2.92818 0.91174 -2.12142 -0.16 -0.08 0.28
C 4.30987 -0.37974 -1.24420 0.12 -0.02 -0.07
C 5.54784 0.13674 -0.99177 0.01 -0.08 -0.01
C 6.60011 -0.72022 -0.60785 -0.01 0.05 -0.02
C 6.39680 -2.06572 -0.60349 0.00 -0.01 -0.02
C 5.12126 -2.61399 -0.88577 -0.01 -0.05 0.03
C 4.95991 -4.01611 -1.00847 0.04 0.02 0.04
C 3.75390 -4.54833 -1.34270 -0.06 -0.01 -0.02
C 2.62145 -3.71133 -1.40231 0.03 0.02 -0.15
C 2.70704 -2.35452 -1.20522 0.03 0.09 -0.13
P 1.10814 -1.52930 -0.83377 -0.31 -0.21 1.39
C 0.03210 -2.12248 -2.17706 0.12 0.12 -0.10
C 0.31332 -1.72986 -3.48668 0.01 0.00 0.01
C -0.47219 -2.17356 -4.53379 -0.02 -0.01 0.00
C -1.55365 -3.01240 -4.28499 0.02 -0.01 -0.03
C -1.83212 -3.41129 -2.99043 -0.01 0.00 0.03
C -1.04200 -2.96934 -1.93443 -0.01 -0.04 0.00
C 0.45354 -2.41950 0.63021 0.19 -0.22 -0.13
C 0.86178 -3.66986 1.09133 0.05 0.04 0.00
C 0.14032 -4.32515 2.07737 0.04 0.00 0.00
C -1.00446 -3.74638 2.60475 -0.03 0.01 0.00
C -1.38822 -2.48247 2.18602 0.02 -0.03 0.02
C -0.64762 -1.81218 1.22284 -0.08 0.01 -0.04
C 4.00699 -1.76231 -1.09880 -0.05 0.06 0.07
H 5.73246 1.19500 -1.11365 0.00 0.01 0.01
H 7.57182 -0.30347 -0.38200 0.00 0.00 0.00
H 7.21383 -2.74573 -0.39774 0.00 -0.01 0.00
H 5.82627 -4.64966 -0.86416 0.01 0.00 -0.02
H 3.64274 -5.61141 -1.50728 -0.01 -0.01 0.02
H 1.65075 -4.15947 -1.57549 -0.01 -0.01 0.03
H 1.14665 -1.06886 -3.68839 0.00 0.00 0.00
H -0.24295 -1.86651 -5.54582 -0.02 0.02 0.00
H -2.17260 -3.35593 -5.10348 -0.01 0.01 0.00
H -2.67075 -4.06402 -2.78738 -0.01 0.01 0.00
H -1.27536 -3.29296 -0.92889 -0.01 0.03 0.02
H 1.74908 -4.14255 0.70008 0.01 -0.03 0.00
H 0.46921 -5.29674 2.42315 0.01 0.00 0.00
H -1.59163 -4.27909 3.34191 0.01 0.02 0.03
H -2.27056 -2.00783 2.59142 0.00 -0.01 0.01
H -0.93903 -0.81034 0.94213 -0.01 -0.02 -0.05
O 1.25937 4.80704 0.65588 -0.12 0.08 -0.13
C 0.83945 3.72305 0.26129 0.19 -0.13 0.15
O 1.63362 2.73449 0.02377 -0.10 0.25 -0.11
C -0.63148 3.48720 0.15185 -0.24 0.04 0.12
C -1.42538 4.47847 -0.37315 0.11 -0.01 0.09
C -2.79697 4.29616 -0.40149 -0.16 0.04 -0.05
C -3.38695 3.18634 0.14802 0.10 0.03 0.04
C -2.58483 2.19453 0.69599 -0.16 0.01 -0.08
C -1.16901 2.27348 0.66064 0.57 -0.16 0.04
O -0.35151 1.34204 1.10874 -0.66 -0.55 -0.03
N -3.32083 1.06653 1.27671 0.02 0.15 0.07
O -4.53563 1.10586 1.24741 0.04 -0.08 -0.04
O -2.69237 0.15379 1.78187 -0.03 0.08 0.09
N -3.65072 5.32086 -1.01378 0.03 0.01 0.02
O -4.85492 5.16758 -0.94998 0.02 0.00 -0.01
O -3.09879 6.26320 -1.54663 -0.03 -0.01 0.02
H -0.98588 5.38345 -0.76618 0.02 0.00 0.02
H -4.46003 3.08071 0.15845 0.00 -0.01 -0.03
Br -5.02687 -2.22629 -1.06796 -0.01 0.02 0.00
C -4.35651 -0.70147 -1.96603 0.01 -0.06 0.05
C -5.13959 -0.03948 -2.89718 -0.04 0.02 -0.04
N -4.70906 1.03081 -3.55911 -0.02 -0.02 0.06
C -3.48092 1.46889 -3.29993 0.05 0.05 -0.01
C -2.62367 0.85873 -2.39056 -0.06 -0.02 -0.06
C -3.07799 -0.25578 -1.70336 0.03 0.01 -0.02
C -1.23785 1.40539 -2.17418 0.47 0.10 -0.31
O -0.92999 2.51193 -2.58083 -0.01 -0.04 -0.05
O -0.44915 0.56002 -1.58127 -0.31 0.38 0.18
H -6.14522 -0.38077 -3.11223 0.00 -0.01 0.00
H -3.14549 2.34856 -3.83588 0.02 -0.01 -0.01
H -2.44523 -0.75275 -0.98313 0.05 -0.02 0.02
C 1.16358 4.61121 3.72043 -0.19 0.05 0.13
C 0.98911 3.13412 3.67907 0.00 -0.02 -0.04
C 0.09686 2.40526 4.42879 -0.02 -0.06 -0.06
C 0.03283 1.02124 4.23436 -0.04 0.12 0.15
N 0.84811 0.37908 3.39791 0.24 -0.11 0.05
C 1.68565 1.09016 2.67888 0.11 0.24 -0.09
S 2.73775 0.42076 1.46020 -0.07 -0.29 0.07
N 1.75467 2.44120 2.81766 0.08 -0.06 0.12
C -0.97081 0.18149 4.94794 -0.01 -0.02 -0.06
H 0.62685 5.03515 4.56590 0.01 -0.04 0.02
H 0.78079 5.04527 2.79299 0.09 0.00 0.01
H 2.21918 4.87033 3.79863 0.01 0.01 -0.04
H -0.54579 2.89948 5.14191 -0.02 0.01 -0.02
H 2.34488 2.93027 2.14582 -0.01 0.01 -0.02
H -1.47340 0.72915 5.74177 -0.01 -0.01 0.01
H -0.48902 -0.71082 5.34435 0.01 0.00 0.02
H -1.71006 -0.15018 4.21392 -0.01 0.03 0.01

---

[3]
14
Properties=species:S:1:pos:R:3:forces:R:3 method="wB97M-V/def2-TZVPD" homo_lumo_gap_ev=9.52 lumo_ev=0.9 e_above_lowest_kcal_mol=32.3 total_energy_ev=-8267.9270 smiles="C/N=C(/O)NC" homo_energy_ev=-8.632
C -2.21629 0.37680 0.15826 -0.08 -0.07 -0.03
N -0.76475 0.43563 0.10254 0.30 -0.09 -0.03
C 0.04892 -0.60791 -0.20974 0.53 0.25 0.11
O -0.51492 -1.75811 -0.61906 0.16 -0.12 0.01
N 1.32529 -0.71760 -0.21104 -0.12 0.22 0.04
C 2.24830 0.32699 0.07725 0.18 0.31 0.13
H -2.64210 1.31431 -0.21772 0.12 -0.20 0.05
H -2.59407 0.20755 1.17551 0.12 0.00 -0.17
H -2.55878 -0.44016 -0.47901 0.05 0.13 0.10
H -0.30238 1.23057 0.51511 -0.06 -0.10 -0.07
H 0.40246 -2.14740 -0.74001 -1.18 -0.73 -0.28
H 3.24806 -0.11888 0.07133 -0.10 0.27 0.06
H 2.22738 1.11492 -0.68919 0.04 0.03 0.14
H 2.09289 0.78329 1.06579 0.04 0.08 -0.05